#1
8
Properties=species:S:1:pos:R:3 method="wB97M-V/def2-TZVPD" homo_energy_ha=-0.14538 total_charge=-1 e_lumo_ev=3.349
O 1.294 0.319 -1.164
O -0.041 1.145 0.703
O -0.657 1.570 -1.604
O 0.109 -1.195 1.770
O -0.946 -0.702 -0.751
S 0.062 -1.965 0.481
S -0.072 0.548 -0.760
H 0.250 0.279 1.325

#2
8
Properties=species:S:1:pos:R:3 method="wB97M-V/def2-TZVPD" homo_energy_ha="-0.13702 / -0.14987" total_charge=-1 e_lumo_ev="3.390 / 2.948"
O 1.946 2.482 -2.280
O 0.070 3.607 -3.340
O -2.182 1.406 -2.372
O -0.768 -0.258 0.480
O -0.327 0.606 -0.897
S 0.669 2.323 -2.977
S -1.151 1.804 -1.368
H -0.187 0.156 1.159

Short version: #1 is the most stable of them.

#1
69
Properties=species:S:1:pos:R:3 method="wB97M-V/def2-TZVPD" homo_energy_ha=-0.09221 total_charge=-1 e_lumo_ev=2.219
Zr -0.037 -0.204 0.361
C -3.069 -2.830 2.572
C -2.452 -1.942 1.529
N -1.127 -1.681 1.616
N -0.471 -2.426 2.606
C 0.761 -2.686 2.376
N 1.437 -3.454 3.342
S 1.710 -2.218 0.981
C -3.205 -1.408 0.509
C -4.580 -1.703 0.216
C -5.070 -1.567 -1.037
C -4.181 -1.119 -2.094
C -2.990 -0.589 -1.765
N -2.536 -0.546 -0.449
H -2.631 -3.828 2.525
H -4.146 -2.915 2.457
H -2.837 -2.446 3.565
H 0.960 -3.409 4.233
H 2.410 -3.200 3.411
H -5.233 -2.066 1.001
H -6.103 -1.802 -1.259
H -4.479 -1.153 -3.135
H -2.321 -0.130 -2.487
C 4.424 0.926 -1.213
N 3.829 -0.140 -2.006
C 4.450 -0.294 -3.312
C 2.476 -0.360 -1.847
N 1.674 0.392 -1.198
N 2.050 -1.549 -2.442
C 0.762 -2.068 -2.380
N 0.631 -3.185 -3.190
N -0.131 -1.592 -1.620
H 5.504 0.784 -1.215
H 4.073 0.880 -0.182
H 4.201 1.921 -1.617
H 5.496 -0.571 -3.184
H 4.411 0.645 -3.878
H 3.959 -1.061 -3.904
H 2.112 1.251 -0.873
H 2.765 -2.257 -2.506
H 1.050 -3.105 -4.103
H -0.294 -3.585 -3.202
H -1.040 -2.037 -1.725
N 0.893 1.104 1.407
C 2.024 1.796 1.590
C 3.098 1.287 2.378
C 4.310 1.941 2.462
C 4.543 3.137 1.776
C 3.511 3.664 1.011
C 2.285 3.020 0.914
H 2.938 0.343 2.885
H 5.101 1.507 3.067
H 5.497 3.645 1.850
H 3.661 4.599 0.479
H 1.481 3.454 0.328
C -1.814 2.933 0.719
C -2.753 1.832 0.229
C -3.459 2.330 -1.039
C -3.804 1.560 1.310
N -1.899 0.667 -0.024
H -2.388 3.837 0.939
H -1.068 3.168 -0.045
H -1.269 2.621 1.609
H -3.979 3.271 -0.834
H -4.195 1.611 -1.399
H -2.727 2.505 -1.831
H -4.331 2.486 1.556
H -3.325 1.178 2.213
H -4.541 0.831 0.973

#2
69
Properties=species:S:1:pos:R:3 method="wB97M-V/def2-TZVPD" homo_energy_ha=-0.10969 total_charge=-1 e_lumo_ev=2.073
Zr -0.022 -0.017 -0.048
C -4.439 1.169 -0.373
C -2.993 1.160 -0.007
N -2.297 0.011 0.112
N -2.799 -1.139 0.043
C -1.687 -2.143 0.157
N -2.384 -3.408 0.178
S -0.737 -1.927 1.753
C -2.243 2.311 0.298
C -2.765 3.624 0.143
C -2.012 4.710 0.502
C -0.723 4.532 1.015
C -0.263 3.234 1.107
N -0.970 2.154 0.786
H -4.838 0.160 -0.281
H -4.610 1.497 -1.406
H -5.028 1.826 0.276
H -2.995 -3.459 -0.630
H -1.733 -4.180 0.172
H -3.752 3.752 -0.280
H -2.414 5.708 0.371
H -0.086 5.359 1.292
H 0.744 3.037 1.461
C 1.573 1.281 4.601
N 2.653 0.804 3.756
C 3.544 -0.121 4.446
C 2.311 0.529 2.438
N 1.135 0.540 1.966
N 3.427 0.293 1.635
C 3.383 -0.141 0.313
N 4.605 0.015 -0.313
N 2.330 -0.604 -0.221
H 2.002 1.654 5.530
H 0.854 0.488 4.845
H 1.043 2.097 4.112
H 4.048 0.401 5.260
H 4.292 -0.517 3.767
H 2.985 -0.966 4.865
H 0.406 0.571 2.672
H 4.219 0.869 1.871
H 5.433 -0.142 0.237
H 4.658 -0.330 -1.256
H 2.467 -0.831 -1.200
N 0.504 1.121 -1.566
C 1.149 2.241 -1.950
C 0.779 2.963 -3.117
C 1.433 4.113 -3.510
C 2.512 4.619 -2.782
C 2.910 3.929 -1.644
C 2.253 2.777 -1.238
H -0.059 2.583 -3.689
H 1.095 4.630 -4.403
H 3.020 5.523 -3.093
H 3.742 4.296 -1.050
H 2.580 2.272 -0.334
C 0.756 -2.156 -2.816
C -0.185 -2.852 -1.809
C 0.644 -3.906 -1.052
C -1.257 -3.557 -2.664
N -0.754 -1.819 -0.950
H 0.770 -2.699 -3.765
H 1.790 -2.156 -2.461
H 0.444 -1.128 -3.001
H 1.239 -4.498 -1.756
H 0.034 -4.607 -0.478
H 1.311 -3.410 -0.345
H -0.786 -4.256 -3.364
H -1.808 -2.809 -3.238
H -1.969 -4.124 -2.067

Short version: #1 is the most stable of them.

#1
15
Properties=species:S:1:pos:R:3 method="wB97M-V/def2-TZVPD" homo_energy_ha=-0.32883 smiles=C[C@]1(S)C[C@H]1C#CCl total_charge=0 e_lumo_ev=0.681
C -1.022 0.155 -0.875
C 0.078 -0.502 -0.056
S -0.355 -2.286 0.002
C 0.551 0.213 1.169
C 1.422 0.234 -0.073
C 2.817 -0.130 -0.051
C 4.023 -0.016 -0.068
Cl 5.657 -0.110 -0.086
H -0.738 1.148 -1.214
H -1.935 0.238 -0.287
H -1.245 -0.458 -1.747
H 0.817 -2.740 0.441
H 0.908 -0.377 2.002
H 0.046 1.120 1.465
H 1.337 1.147 -0.661

#2
15
Properties=species:S:1:pos:R:3 method="wB97M-V/def2-TZVPD" homo_energy_ha=-0.32366 smiles="SCC1=CC=C[C@@H]1Cl" total_charge=0 e_lumo_ev=0.205
S -2.897 -0.108 -0.524
C -1.543 -0.458 0.610
C -0.186 -0.390 0.169
C 0.778 -1.250 0.271
C 2.004 -0.668 -0.125
C 1.927 0.607 -0.607
C 0.444 0.959 -0.479
Cl -0.348 2.428 0.268
H -2.996 1.271 -0.011
H -1.677 -1.410 1.006
H -1.658 0.286 1.394
H 0.653 -2.309 0.548
H 2.914 -1.302 -0.023
H 2.610 1.189 -1.089
H -0.023 1.155 -1.407

Short version: #2 is the most stable of them.

#1
19
Properties=species:S:1:pos:R:3 method="wB97M-V/def2-TZVPD" homo_energy_ha="-0.51230 / -0.56168" s_squared=0.755 total_charge=+1 e_lumo_ev="-3.592 / -6.877" multiplicity=2
C 1.163 2.406 0.041
C -0.106 1.499 0.231
C 0.112 0.237 1.112
C -0.054 -0.997 0.256
C -1.249 -1.703 0.159
N -1.376 -2.879 -0.572
N 0.910 -1.203 -0.696
H 0.842 3.444 0.149
H 1.972 2.008 0.639
H 1.374 2.312 -1.023
H -0.970 2.094 0.538
H -0.512 1.103 -0.703
H -0.463 0.295 2.036
H 1.144 0.124 1.480
H -2.059 -1.301 0.760
H -2.373 -2.905 -0.797
H -0.913 -2.668 -1.461
H 0.719 -1.001 -1.664
H 1.839 -0.865 -0.484

#2
19
Properties=species:S:1:pos:R:3 method="wB97M-V/def2-TZVPD" homo_energy_ha="-0.50115 / -0.55955" s_squared=0.756 total_charge=+1 e_lumo_ev="-3.099 / -6.457" multiplicity=2
C 1.762 1.728 0.274
C 0.791 1.059 1.233
C 0.433 -0.402 0.922
C -0.433 -0.602 -0.306
C -1.763 -1.020 -0.164
N -2.460 -1.459 -1.268
N 0.264 -0.501 -1.445
H 2.243 2.636 0.668
H 2.536 0.991 0.124
H 1.330 2.045 -0.686
H 1.080 1.101 2.300
H -0.132 1.661 1.352
H -0.123 -0.837 1.800
H 1.359 -0.985 0.923
H -2.023 -1.132 0.896
H -3.233 -2.054 -0.960
H -2.887 -0.830 -1.937
H -0.030 -0.987 -2.296
H 1.284 -0.413 -1.430

Short version: #2 is the most stable of them.